No. 1
Formula: C5H7NO
Source: the Open Molecules 2025 dataset
Level of theory: wB97M-V/def2-TZVPD

Summary:
Highest occupied orbital energy: -8.834 eV
E: -8831.132 eV
Energy relative to the best compared isomer or geometry (same formula, charge and spin): 5.0712 eV
Structure (SMILES): O=C1CN2CC1C2
E_LUMO: 0.87 eV
Orbital gap: 9.70 eV

Geometry as XYZ:
```
14
C5H7NO | the Open Molecules 2025 dataset | wB97M-V/def2-TZVPD
O -2.365 -0.226 -0.156
C -1.185 -0.096 -0.150
C -0.424 1.294 0.084
N 0.889 0.654 0.457
C 0.414 -0.661 1.069
C -0.153 -1.071 -0.340
C 1.089 -0.181 -0.966
H -0.340 1.836 -0.795
H -1.165 2.012 0.896
H 1.417 -1.258 1.239
H -0.476 -0.575 2.011
H -0.653 -1.913 -0.482
H 0.802 0.571 -1.838
H 2.150 -0.384 -1.028
```

Partial charges, Mulliken, in e: number 1, O, carries -0.569; number 2, C, carries 0.435; number 3, C, carries -0.506; number 4, N, carries -0.441; number 5, C, carries -0.298; number 6, C, carries -0.416; number 7, C, carries -0.433; number 8, H, carries 0.373; number 9, H, carries 0.205; number 10, H, carries 0.289; number 11, H, carries 0.265; number 12, H, carries 0.547; number 13, H, carries 0.245; number 14, H, carries 0.302


No. 2
Formula: C5H7NO
Source: the Open Molecules 2025 dataset
Level of theory: wB97M-V/def2-TZVPD

Summary:
Highest occupied orbital energy: -8.897 eV
E: -8831.788 eV
Energy relative to the best compared isomer or geometry (same formula, charge and spin): 4.4146 eV
Structure (SMILES): OCC=C=C1CN1
E_LUMO: 0.75 eV
Orbital gap: 9.64 eV

Geometry as XYZ:
```
14
C5H7NO | the Open Molecules 2025 dataset | wB97M-V/def2-TZVPD
O -0.278 -2.862 -1.420
C -0.312 -1.480 -1.697
C 0.546 -0.748 -0.779
C 0.032 -0.047 0.174
C 0.301 0.630 1.221
C 0.276 1.882 1.880
N 0.315 0.557 2.597
H 0.650 -3.106 -1.458
H 0.037 -1.160 -2.681
H -1.340 -1.184 -1.532
H 1.624 -0.820 -0.837
H -0.662 2.406 1.802
H 1.194 2.448 1.907
H -0.591 0.246 2.935
```

Partial charges, Mulliken, in e: number 1, O, carries -0.494; number 2, C, carries -0.461; number 3, C, carries -0.021; number 4, C, carries 0.163; number 5, C, carries -0.171; number 6, C, carries -0.443; number 7, N, carries -0.509; number 8, H, carries 0.320; number 9, H, carries 0.254; number 10, H, carries 0.281; number 11, H, carries 0.344; number 12, H, carries 0.241; number 13, H, carries 0.231; number 14, H, carries 0.267


No. 3
Formula: C5H7NO
Source: the Open Molecules 2025 dataset
Level of theory: wB97M-V/def2-TZVPD

Summary:
Highest occupied orbital energy: -7.820 eV
E: -8834.929 eV
Energy relative to the best compared isomer or geometry (same formula, charge and spin): 1.2740 eV
Structure (SMILES): Cc1occc1N
E_LUMO: 1.05 eV
Orbital gap: 8.87 eV

Geometry as XYZ:
```
14
C5H7NO | the Open Molecules 2025 dataset | wB97M-V/def2-TZVPD
C -1.640 -1.073 0.148
C -0.277 -0.497 0.220
O 0.729 -1.338 0.631
C 1.881 -0.704 0.373
C 1.668 0.510 -0.178
C 0.236 0.686 -0.209
N -0.505 1.827 -0.584
H -2.272 -0.452 -0.493
H -1.598 -2.067 -0.311
H -2.107 -1.169 1.129
H 2.805 -1.198 0.633
H 2.423 0.780 -0.886
H 0.020 2.680 -0.430
H -1.359 1.899 -0.039
```

Partial charges, Mulliken, in e: number 1, C, carries -1.215; number 2, C, carries 0.155; number 3, O, carries -0.384; number 4, C, carries -0.203; number 5, C, carries -0.690; number 6, C, carries 0.807; number 7, N, carries -0.608; number 8, H, carries 0.330; number 9, H, carries 0.315; number 10, H, carries 0.286; number 11, H, carries 0.438; number 12, H, carries 0.263; number 13, H, carries 0.261; number 14, H, carries 0.244


No. 4
Formula: C5H7NO
Source: the Open Molecules 2025 dataset
Level of theory: wB97M-V/def2-TZVPD

Summary:
Highest occupied orbital energy: -5.499 eV
E: -8830.964 eV
Energy relative to the best compared isomer or geometry (same formula, charge and spin): 5.2389 eV
E_LUMO: -0.35 eV
Orbital gap: 5.15 eV

Geometry as XYZ:
```
14
C5H7NO | the Open Molecules 2025 dataset | wB97M-V/def2-TZVPD
C -0.740 -1.077 -2.011
C -0.811 -0.141 -1.051
C 0.101 0.887 -0.644
C 0.064 0.690 0.758
N 1.369 0.493 1.407
C -1.017 -0.034 1.151
O -1.739 -0.308 0.009
H 1.768 -0.297 0.886
H 0.071 -1.018 -2.729
H -1.384 -1.944 -1.987
H 1.003 1.128 -1.194
H 2.003 1.286 1.278
H 1.316 0.236 2.394
H -1.438 -0.324 2.101
```

Partial charges, Mulliken, in e: number 1, C, carries -0.981; number 2, C, carries 0.620; number 3, C, carries -1.040; number 4, C, carries 0.762; number 5, N, carries -0.311; number 6, C, carries -0.881; number 7, O, carries -0.417; number 8, H, carries 0.369; number 9, H, carries 0.256; number 10, H, carries 0.283; number 11, H, carries 0.273; number 12, H, carries 0.350; number 13, H, carries 0.330; number 14, H, carries 0.388


No. 5
Formula: C5H7NO
Source: the Open Molecules 2025 dataset
Level of theory: wB97M-V/def2-TZVPD

Summary:
Highest occupied orbital energy: -9.374 eV
E: -8834.622 eV
Energy relative to the best compared isomer or geometry (same formula, charge and spin): 1.5807 eV
Structure (SMILES): [H]/N=C/C=C\CC=O
E_LUMO: 0.26 eV
Orbital gap: 9.63 eV

Geometry as XYZ:
```
14
C5H7NO | the Open Molecules 2025 dataset | wB97M-V/def2-TZVPD
H -1.687 1.864 -1.382
N -1.077 1.220 -0.876
C -1.527 0.028 -0.955
C -0.849 -1.134 -0.354
C 0.411 -1.168 0.103
C 1.359 -0.008 0.189
C 1.025 0.877 1.382
O 1.853 1.312 2.143
H -2.456 -0.213 -1.489
H -1.430 -2.054 -0.336
H 0.780 -2.118 0.487
H 2.398 -0.334 0.287
H 1.254 0.628 -0.700
H -0.053 1.100 1.500
```

Partial charges, Mulliken, in e: number 1, H, carries 0.229; number 2, N, carries -0.543; number 3, C, carries 0.029; number 4, C, carries -0.407; number 5, C, carries -0.249; number 6, C, carries -0.596; number 7, C, carries 0.081; number 8, O, carries -0.480; number 9, H, carries 0.344; number 10, H, carries 0.295; number 11, H, carries 0.347; number 12, H, carries 0.305; number 13, H, carries 0.307; number 14, H, carries 0.339


No. 6
Formula: C5H7NO
Source: the Open Molecules 2025 dataset
Level of theory: wB97M-V/def2-TZVPD

Summary:
Highest occupied orbital energy: -8.376 eV
E: -8833.178 eV
Energy relative to the best compared isomer or geometry (same formula, charge and spin): 3.0250 eV
E_LUMO: 0.78 eV
Orbital gap: 9.16 eV

Geometry as XYZ:
```
14
C5H7NO | the Open Molecules 2025 dataset | wB97M-V/def2-TZVPD
C -1.702 -1.052 0.219
C -0.288 -0.601 0.166
C 0.328 0.532 -0.174
N -0.223 1.704 -0.693
C 1.807 0.273 -0.030
C 1.917 -1.124 0.567
O 0.682 -1.572 0.560
H -2.377 -0.196 0.115
H -1.930 -1.764 -0.582
H -1.919 -1.541 1.176
H 0.216 2.551 -0.356
H -1.229 1.772 -0.588
H 2.390 1.037 0.505
H 2.287 0.139 -1.016
```

Partial charges, Mulliken, in e: number 1, C, carries -1.188; number 2, C, carries 0.185; number 3, C, carries 0.517; number 4, N, carries -0.527; number 5, C, carries -0.335; number 6, C, carries -0.537; number 7, O, carries -0.113; number 8, H, carries 0.298; number 9, H, carries 0.269; number 10, H, carries 0.310; number 11, H, carries 0.240; number 12, H, carries 0.230; number 13, H, carries 0.402; number 14, H, carries 0.247


No. 7
Formula: C5H7NO
Source: the Open Molecules 2025 dataset
Level of theory: wB97M-V/def2-TZVPD

Summary:
Highest occupied orbital energy: -9.885 eV
E: -8834.555 eV
Energy relative to the best compared isomer or geometry (same formula, charge and spin): 1.6475 eV
E_LUMO: 0.99 eV
Orbital gap: 10.87 eV

Geometry as XYZ:
```
14
C5H7NO | the Open Molecules 2025 dataset | wB97M-V/def2-TZVPD
C 1.019 0.322 0.733
C 0.445 -0.085 -0.626
C -0.234 -1.452 -0.756
O -1.542 -0.884 -0.561
C -1.003 0.440 -0.582
N -1.197 1.203 0.640
C -0.096 1.191 1.278
H 1.164 -0.530 1.412
H 1.978 0.848 0.674
H 1.066 0.228 -1.465
H 0.001 -2.210 -0.001
H -0.124 -1.900 -1.751
H -1.395 1.025 -1.419
H 0.022 1.784 2.181
```

Partial charges, Mulliken, in e: number 1, C, carries -0.672; number 2, C, carries -0.094; number 3, C, carries -0.542; number 4, O, carries -0.427; number 5, C, carries 0.173; number 6, N, carries -0.585; number 7, C, carries -0.147; number 8, H, carries 0.273; number 9, H, carries 0.330; number 10, H, carries 0.408; number 11, H, carries 0.281; number 12, H, carries 0.249; number 13, H, carries 0.355; number 14, H, carries 0.398


No. 8
Formula: C5H7NO
Source: the Open Molecules 2025 dataset
Level of theory: wB97M-V/def2-TZVPD

Summary:
Highest occupied orbital energy: -8.867 eV
E: -8833.875 eV
Energy relative to the best compared isomer or geometry (same formula, charge and spin): 2.3277 eV
Structure (SMILES): O=C1CN2CC1C2
E_LUMO: 0.94 eV
Orbital gap: 9.81 eV

Geometry as XYZ:
```
14
C5H7NO | the Open Molecules 2025 dataset | wB97M-V/def2-TZVPD
O 0.050 -2.320 0.651
C 0.001 -1.133 0.509
C 0.994 -0.045 0.955
N 0.610 1.009 -0.011
C 0.353 0.063 -1.187
C -0.913 -0.365 -0.408
C -0.889 1.042 0.186
H 2.040 -0.336 0.821
H 0.837 0.243 1.997
H 1.041 -0.830 -1.272
H 0.186 0.577 -2.129
H -1.764 -0.901 -0.830
H -1.345 1.796 -0.460
H -1.225 1.193 1.224
```

Partial charges, Mulliken, in e: number 1, O, carries -0.589; number 2, C, carries 0.411; number 3, C, carries -0.382; number 4, N, carries -0.456; number 5, C, carries -0.498; number 6, C, carries -0.254; number 7, C, carries -0.372; number 8, H, carries 0.264; number 9, H, carries 0.316; number 10, H, carries 0.241; number 11, H, carries 0.327; number 12, H, carries 0.468; number 13, H, carries 0.265; number 14, H, carries 0.261


No. 9
Formula: C5H7NO
Source: the Open Molecules 2025 dataset
Level of theory: wB97M-V/def2-TZVPD

Summary:
Highest occupied orbital energy: -7.857 eV
E: -8832.264 eV
Energy relative to the best compared isomer or geometry (same formula, charge and spin): 3.9393 eV
E_LUMO: 0.43 eV
Orbital gap: 8.28 eV

Geometry as XYZ:
```
14
C5H7NO | the Open Molecules 2025 dataset | wB97M-V/def2-TZVPD
C 1.698 0.670 0.002
N 0.405 0.223 0.557
C -0.642 1.419 0.724
C -1.729 0.826 0.163
C -1.514 -0.526 -0.377
C -0.242 -0.863 -0.155
O 0.546 -1.939 -0.411
H 1.535 0.998 -1.025
H 2.419 -0.151 0.026
H 2.036 1.515 0.602
H 0.547 -0.051 1.531
H -2.697 1.315 0.114
H -2.252 -1.152 -0.867
H 0.023 -2.592 -0.893
```

Partial charges, Mulliken, in e: number 1, C, carries -0.898; number 2, N, carries 0.249; number 3, C, carries -0.935; number 4, C, carries -0.244; number 5, C, carries -0.484; number 6, C, carries 0.337; number 7, O, carries -0.488; number 8, H, carries 0.318; number 9, H, carries 0.332; number 10, H, carries 0.366; number 11, H, carries 0.350; number 12, H, carries 0.389; number 13, H, carries 0.370; number 14, H, carries 0.338


No. 10
Formula: C5H7NO
Source: the Open Molecules 2025 dataset
Level of theory: wB97M-V/def2-TZVPD

Summary:
Highest occupied orbital energy: -11.141 eV
E: -8834.511 eV
Energy relative to the best compared isomer or geometry (same formula, charge and spin): 1.6916 eV
Structure (SMILES): CC[C@@]1(C#N)CO1
E_LUMO: 0.82 eV
Orbital gap: 11.96 eV

Geometry as XYZ:
```
14
C5H7NO | the Open Molecules 2025 dataset | wB97M-V/def2-TZVPD
C -1.664 0.463 0.356
C -0.675 -0.690 0.196
C 0.670 -0.243 -0.337
C 0.623 0.532 -1.580
N 0.550 1.160 -2.548
C 1.831 -0.037 0.543
O 1.721 -1.191 -0.275
H -1.263 1.242 1.013
H -2.602 0.103 0.789
H -1.895 0.922 -0.611
H -0.493 -1.189 1.154
H -1.078 -1.446 -0.488
H 2.611 0.665 0.254
H 1.703 -0.204 1.612
```

Partial charges, Mulliken, in e: number 1, C, carries -1.148; number 2, C, carries -0.486; number 3, C, carries 1.106; number 4, C, carries -0.098; number 5, N, carries -0.429; number 6, C, carries -0.686; number 7, O, carries -0.458; number 8, H, carries 0.310; number 9, H, carries 0.342; number 10, H, carries 0.356; number 11, H, carries 0.376; number 12, H, carries 0.237; number 13, H, carries 0.304; number 14, H, carries 0.274